# 1
38
Properties=species:S:1:pos:R:3 method="wB97M-V/def2-TZVPD" smiles="O=C(NC1=NCCS1)c1cc(-c2cccnc2)nc2ccccc12" homo_lumo_gap_ha=0.3069 de_lowest_kcal_mol=0.0 lumo_ev=-0.4
O -3.305 -0.687 -1.674
C -2.613 -0.371 -0.737
N -3.166 -0.272 0.520
C -2.615 -0.012 1.744
N -3.343 0.145 2.760
C -2.650 0.370 3.986
H -2.995 1.320 4.404
H -2.930 -0.424 4.684
C -1.118 0.390 3.757
H -0.604 -0.383 4.323
H -0.678 1.358 3.988
S -0.849 0.065 1.984
H -4.169 -0.430 0.553
C -1.158 -0.062 -0.862
C -0.247 -1.076 -1.005
C 1.121 -0.752 -1.171
N 1.549 0.486 -1.226
C 0.675 1.498 -1.107
C 1.163 2.821 -1.166
C 0.305 3.878 -1.045
C -1.071 3.665 -0.864
C -1.577 2.396 -0.804
C -0.719 1.286 -0.919
H -2.637 2.232 -0.673
H -1.731 4.515 -0.775
H 0.680 4.890 -1.089
H 2.223 2.962 -1.308
C 2.136 -1.803 -1.299
C 3.310 -1.561 -2.014
C 4.253 -2.565 -2.123
C 3.990 -3.784 -1.512
N 2.894 -4.019 -0.811
C 1.997 -3.058 -0.704
H 1.136 -3.297 -0.093
H 4.686 -4.609 -1.579
H 5.169 -2.412 -2.672
H 3.453 -0.594 -2.471
H -0.568 -2.105 -1.002

# 2
6
Properties=species:S:1:pos:R:3 method="wB97M-V/def2-TZVPD" s_squared=0.760 homo_lumo_gap_ha="0.2116 / 0.3569" charge=+1 spin_multiplicity=2 lumo_ev="-4.0 / -4.0"
O -0.948 -0.068 0.089
C 0.220 -0.177 -0.148
C 1.477 -0.523 0.350
C 1.902 0.630 0.019
H 2.478 1.532 -0.151
Cs -5.130 -1.393 -0.160

# 3
29
Properties=species:S:1:pos:R:3 method="wB97M-V/def2-TZVPD" homo_lumo_gap_ha=0.2138 de_lowest_kcal_mol=305.6 charge=-5 lumo_ev=11.9
Pb -0.303 -0.091 -0.472
N 3.452 -0.269 -1.648
O 2.441 -0.269 -0.915
O 3.895 -1.423 -1.742
O 4.187 0.629 -1.354
N -1.777 1.150 -2.698
O -0.669 0.600 -2.678
O -1.813 2.395 -2.983
O -2.664 0.785 -1.814
N 0.973 2.820 -0.482
O 1.291 3.650 0.342
O 1.632 2.767 -1.497
O -0.137 2.221 -0.289
N -2.732 1.269 1.789
O -3.935 1.258 1.530
O -2.222 0.268 1.225
O -2.341 1.331 2.997
N 1.170 -2.918 0.918
O 0.508 -3.986 1.037
O 2.461 -2.893 0.830
O 0.578 -1.993 0.276
N -2.808 -2.541 -0.780
O -3.837 -2.075 -0.296
O -1.975 -1.753 -1.042
O -2.463 -3.518 -0.110
N 1.767 0.918 2.406
O 0.882 0.356 1.793
O 2.882 0.486 2.017
O 1.562 0.829 3.631

E: -1386.81331, -209.88571, -2154.51094 (Eh)